1.
{
  "formula": "C5H36N3O11",
  "method": "wB97M-V/def2-TZVPD",
  "elements": ["C", "C", "C", "C", "N", "C", "N", "N", "H", "H", "H", "H", "H", "H", "H", "H", "H", "H", "H", "H", "H", "H", "H", "H", "O", "H", "H", "O", "H", "H", "O", "H", "H", "O", "H", "H", "O", "H", "H", "O", "H", "H", "O", "H", "H", "O", "H", "H", "O", "H", "H", "O", "H", "H", "O"],
  "coordinates": [[2.80770, -1.34893, 0.51969], [1.96366, -0.12805, 0.86584], [0.92725, 0.13700, -0.20264], [0.69779, 1.65863, -0.32986], [-0.93897, 3.66814, -1.24550], [-1.06574, 3.24641, -0.04331], [-0.39702, 2.06831, 0.49926], [1.15002, -0.47189, 2.15772], [2.45310, -2.22285, 1.02445], [3.88237, -1.27563, 0.87410], [2.96393, -1.46669, -0.56431], [2.57264, 0.78766, 1.10257], [-0.05331, -0.24612, -0.14508], [1.36912, -0.29654, -1.08721], [0.45938, 1.92008, -1.38783], [1.57559, 2.27157, -0.09980], [-0.19409, 3.36494, -1.89873], [-1.70423, 3.63354, 0.80960], [-1.14338, 1.38804, 0.82217], [1.82608, -0.45867, 2.91662], [0.70796, -1.37724, 2.03907], [0.42072, 0.21077, 2.31573], [-2.63592, -1.28962, 3.51837], [-1.66210, -0.63777, 2.28229], [-1.75302, -1.27698, 3.01018], [-0.46172, -0.11399, -4.14490], [1.03291, -0.06335, -3.96251], [0.32167, -0.51885, -4.53000], [-2.40936, -0.74658, -0.95574], [-3.70073, -1.46693, -0.61308], [-2.87811, -1.16880, -0.24509], [-0.61655, -0.02648, 4.53152], [0.66562, -0.64314, 5.14019], [0.36323, -0.03940, 4.48797], [2.54681, 2.51060, -3.53157], [3.06978, 3.21388, -2.25881], [2.37670, 2.62462, -2.56637], [-3.29003, -0.08006, 1.09772], [-3.41037, 1.12129, 2.08545], [-2.77090, 0.64008, 1.57224], [-2.96869, -1.34532, -3.41585], [-2.33909, 0.04716, -2.90141], [-2.95880, -0.65798, -2.75773], [-1.68361, -4.35128, 1.98546], [-1.93356, -2.80002, 1.92467], [-1.24355, -3.47932, 2.01986], [2.94722, 1.02838, -2.44322], [3.74831, -0.22428, -2.76352], [2.89132, 0.05005, -2.42446], [-1.86989, 1.48657, -4.12767], [-1.64760, 1.97837, -2.73318], [-1.27277, 1.36294, -3.37110], [1.29569, -3.71189, 3.10279], [0.66896, -3.38489, 1.67632], [1.29758, -3.09947, 2.36862]],
  "charge": 2,
  "e_homo_ev": [-15.78, -15.78],
  "largest_force_ev_per_a": 3.31,
  "e_above_lowest_kj_mol": 266.6,
  "spin_multiplicity": 2,
  "s_squared": 0.778,
  "total_energy_ev": -32743.305,
  "homo_lumo_gap_ev": [9.418, 4.746]
}


2.
{
  "formula": "C14H32N4O8P",
  "method": "wB97M-V/def2-TZVPD",
  "elements": ["N", "C", "N", "N", "C", "N", "C", "C", "C", "C", "O", "P", "O", "H", "H", "H", "H", "H", "H", "H", "H", "H", "H", "H", "H", "H", "H", "H", "H", "H", "H", "H", "H", "C", "C", "C", "O", "C", "O", "O", "H", "H", "H", "H", "H", "H", "C", "C", "C", "O", "C", "O", "O", "H", "H", "H", "H", "H", "H"],
  "coordinates": [[-3.30097, 1.90083, -1.05169], [-2.56233, 1.27560, -2.12586], [-1.31706, 2.03258, -2.27098], [-3.47342, 1.24953, -3.24538], [-2.19116, -0.22275, -1.86615], [-0.79951, -0.45283, -1.34837], [-0.36141, -1.89652, -1.55270], [0.22744, -2.11962, -2.93976], [1.17799, -3.31833, -2.94025], [2.56566, -3.02499, -2.34766], [3.56587, -2.97456, -3.34630], [-0.47888, 0.00710, 0.37355], [0.92537, -0.25678, 0.68392], [-2.86870, 1.85161, -0.13865], [-4.23451, 1.51135, -1.01241], [-0.93944, 1.93948, -3.20951], [-1.51537, 3.01757, -2.13053], [-3.11028, 0.75442, -4.04994], [-3.73177, 2.18624, -3.53471], [-2.86518, -0.66632, -1.13288], [-2.27048, -0.81367, -2.77783], [-0.16445, 0.14885, -1.88271], [0.36922, -2.12085, -0.77610], [-1.25289, -2.50009, -1.38546], [0.77698, -1.21892, -3.24293], [-0.56377, -2.26963, -3.67662], [0.70379, -4.15274, -2.41556], [1.32868, -3.65325, -3.96603], [2.55518, -2.09373, -1.76435], [2.87423, -3.80900, -1.65896], [3.64248, -2.08381, -3.70852], [-1.47297, -0.82412, 0.90957], [-0.95975, 1.30586, 0.38083], [5.36150, -1.29489, 3.63056], [5.10757, -1.26518, 2.14908], [4.05706, -2.22897, 1.62325], [4.53795, -2.52484, 0.30712], [5.88669, -2.32588, 0.29368], [6.59945, -2.64776, -0.59639], [6.27413, -1.71140, 1.42962], [4.48519, -0.91822, 4.15994], [5.56933, -2.31165, 3.96434], [6.21115, -0.66303, 3.88239], [4.88740, -0.24984, 1.80515], [3.05728, -1.81026, 1.55443], [4.04820, -3.15224, 2.20964], [-4.45076, 4.61127, 3.79208], [-3.69213, 3.86266, 2.73408], [-4.02469, 2.38540, 2.57764], [-2.75969, 1.82921, 2.17082], [-1.76677, 2.66388, 2.60204], [-0.61643, 2.37156, 2.50919], [-2.28076, 3.79484, 3.07547], [-5.49864, 4.69156, 3.50116], [-4.38646, 4.09773, 4.75120], [-4.05012, 5.61683, 3.90326], [-3.75277, 4.36487, 1.76470], [-4.77598, 2.16767, 1.82385], [-4.30627, 1.93820, 3.53264]],
  "charge": 1,
  "e_homo_ev": -12.45,
  "largest_force_ev_per_a": 0.26,
  "e_above_lowest_kj_mol": 0.0,
  "total_energy_ev": -46661.093,
  "homo_lumo_gap_ev": 9.851
}


3.
{
  "formula": "C5H6F2N2OS",
  "method": "wB97M-V/def2-TZVPD",
  "elements": ["C", "C", "C", "C", "C", "N", "N", "O", "F", "F", "S", "H", "H", "H", "H", "H", "H"],
  "coordinates": [[0.93292, -0.45022, 0.10074], [2.23733, 0.98871, 1.09162], [3.25643, 1.49480, 2.09730], [-2.96782, 2.17026, 0.78912], [-2.55976, 0.07642, -0.15449], [1.97772, -0.27682, 0.96142], [0.37873, 0.63352, -0.43791], [-3.17477, 1.15060, -0.02759], [-1.74389, -0.40971, 0.80471], [-3.27024, -0.98093, -0.68432], [1.21177, 1.98061, 0.06477], [3.27648, 1.02797, 3.08514], [4.22078, 1.15668, 1.65581], [3.14820, 2.53651, 2.26572], [-3.41183, 3.08459, 0.58583], [0.56274, -1.41016, 0.06010], [-2.33502, 2.03702, 1.61173]],
  "e_homo_ev": -7.50,
  "largest_force_ev_per_a": 3.67,
  "e_above_lowest_kj_mol": 325.7,
  "total_energy_ev": -26575.403,
  "homo_lumo_gap_ev": 7.523
}